C16H19N3O6 in the gas phase. Source: OMol25; level of theory: ωB97M-V/def2-TZVPD.

As for the total charge: 0. The HOMO energy comes out at -8.8 eV. The calculation puts the energy relative to the best compared isomer or geometry (same formula, charge and spin) at 66.3 kJ/mol. Its frontier orbital gap is 9.123 eV.

Last column: natural (NBO) charge in e.
CARTESIAN COORDINATES (ANGSTROEM)
C: -6.81078 0.44951 -1.62724  -0.63
C: -6.49454 -0.09333 -0.24061  -0.07
H: -6.68880 0.67353 0.51660  0.20
H: -7.08272 -0.98796 -0.02438  0.19
O: -5.13471 -0.51124 -0.13950  -0.52
C: -4.22583 0.44741 0.11997  0.80
O: -4.52954 1.60552 0.29214  -0.62
C: -2.86693 -0.09328 0.17697  -0.28
C: -2.50103 -1.43508 0.00836  0.28
N: -1.17419 -1.50499 0.14180  -0.46
C: -0.63229 -0.26064 0.38451  -0.07
C: -1.68330 0.65229 0.41367  0.07
C: -1.61055 2.11814 0.64296  -0.67
H: -1.10739 2.34019 1.58224  0.22
H: -1.05865 2.60359 -0.16084  0.22
H: -2.61483 2.52892 0.67178  0.27
C: 0.79945 -0.19443 0.54237  0.54
O: 1.49353 -1.19518 0.50479  -0.58
C: 1.43046 1.18137 0.75232  -0.17
H: 1.14931 1.59230 1.72301  0.22
H: 1.11589 1.85303 -0.05298  0.23
O: 2.83934 1.05451 0.76368  -0.50
C: 3.39049 0.77775 -0.43376  0.77
O: 2.78316 0.81324 -1.47064  -0.56
C: 4.83064 0.45540 -0.28707  0.09
N: 5.54631 0.50890 -1.34332  -0.15
N: 6.85483 0.22550 -1.26212  -0.45
C: 7.49340 -0.41872 -0.23146  0.67
O: 8.68098 -0.63297 -0.27170  -0.57
C: 6.55910 -0.87400 0.86886  -0.50
H: 7.12826 -1.00842 1.78842  0.24
C: 5.39630 0.09913 1.05893  -0.46
H: 4.62564 -0.33688 1.69293  0.25
H: 5.74447 1.01982 1.53946  0.23
H: 6.17676 -1.85411 0.56479  0.24
H: 7.38189 0.42612 -2.10449  0.41
H: -0.59283 -2.32744 0.06651  0.44
C: -3.32326 -2.63663 -0.26612  -0.65
H: -3.86517 -2.51695 -1.20212  0.24
H: -2.69249 -3.52068 -0.32659  0.21
H: -4.06418 -2.77537 0.51864  0.24
H: -7.86520 0.70290 -1.68798  0.22
H: -6.22203 1.34351 -1.81676  0.22
H: -6.57894 -0.29428 -2.38602  0.21

=====

C16H19N3O7S in the gas phase. Source: OMol25; level of theory: ωB97M-V/def2-TZVPD.

As for the total charge: 0. The HOMO energy comes out at -8.1 eV. The calculation puts the energy relative to the best compared isomer or geometry (same formula, charge and spin) at 0.0 kJ/mol. Its frontier orbital gap is 8.014 eV.

Last column: natural (NBO) charge in e.
CARTESIAN COORDINATES (ANGSTROEM)
O: -3.41589 0.25727 -1.28737  -0.63
O: -1.33223 -2.99046 1.02382  -0.64
O: 1.38459 1.54950 1.67060  -0.85
O: 3.02658 2.81155 0.49417  -0.94
O: 0.52545 3.52365 -3.40971  -0.40
O: 3.82264 0.81259 1.45017  -0.85
O: 2.41219 0.58238 -0.69572  -0.61
C: -2.40091 -0.25736 -0.77461  0.64
C: -1.25696 -1.92920 0.42856  0.80
C: 1.48570 4.35478 -3.97632  0.10
C: 2.74140 3.84805 -3.75387  -0.30
C: 2.58334 2.71653 -2.90765  -0.25
C: 1.22893 2.59255 -2.70689  0.23
C: 1.09848 0.65968 -1.09256  0.11
C: 0.57467 1.55778 -1.98475  0.12
C: -1.12979 0.32650 -1.09248  -0.02
C: 0.03134 -0.17316 -0.55436  0.17
N: -0.78453 1.37698 -1.95178  -0.46
N: -2.45504 -1.34920 0.07201  -0.44
N: -0.01326 -1.36089 0.17424  -0.41
C: -4.62124 -0.32369 2.13279  -0.61
C: 2.99508 -2.49102 2.22243  -0.61
C: -3.73292 -1.99050 0.37816  -0.23
C: 1.21253 -2.11741 0.50558  -0.21
C: -4.10260 -1.72175 1.84471  -0.40
C: 1.58726 -1.90856 1.96896  -0.41
S: 2.54764 1.46915 0.72356  2.42
H: 4.30671 1.63103 1.63704  0.52
H: 1.28100 5.25616 -4.48683  0.21
H: 3.65516 4.26882 -4.16538  0.24
H: 3.39266 2.16460 -2.47631  0.24
H: -1.44594 1.93899 -2.50246  0.45
H: -3.84462 0.43432 1.95182  0.20
H: -4.86272 -0.23789 3.21002  0.21
H: -5.48068 -0.09381 1.55278  0.21
H: 2.93688 -3.57388 2.03948  0.20
H: 3.27541 -2.33276 3.27594  0.22
H: 3.74584 -2.07226 1.52510  0.20
H: -3.75471 -3.09322 0.19737  0.23
H: -4.54896 -1.59029 -0.25543  0.24
H: 2.00123 -1.81396 -0.14212  0.21
H: 1.05159 -3.19415 0.31393  0.23
H: -4.92180 -2.38954 2.13024  0.20
H: -3.24546 -1.95246 2.51348  0.22
H: 1.59623 -0.82806 2.12833  0.21
H: 0.84975 -2.34738 2.65131  0.22

=====

C16H19N5O2 in the gas phase. Source: OMol25; level of theory: ωB97M-V/def2-TZVPD.

As for the total charge: 0. The HOMO energy comes out at -8.8 eV. The calculation puts the energy relative to the best compared isomer or geometry (same formula, charge and spin) at 280.7 kJ/mol. Its frontier orbital gap is 8.634 eV.

Last column: natural (NBO) charge in e.
CARTESIAN COORDINATES (ANGSTROEM)
C: -6.39127 -1.01403 0.19554  -0.60
C: -5.05047 -0.33300 -0.04285  -0.51
C: -3.90672 -1.29854 0.11630  0.70
O: -4.01483 -2.46620 0.39671  -0.58
N: -2.64277 -0.76913 -0.08070  -0.64
C: -2.27481 0.48816 -0.40865  0.31
N: -3.02400 1.53958 -0.62501  -0.16
O: -2.18450 2.55568 -0.92679  -0.12
N: -0.90371 2.16564 -0.90528  -0.09
C: -0.89163 0.89883 -0.58946  0.09
C: 0.23129 0.01786 -0.46690  0.32
N: 0.04744 -1.25923 -0.19951  -0.50
C: 1.28376 -1.82754 -0.23377  0.17
C: 1.66775 -3.15274 -0.04021  -0.22
C: 3.00400 -3.45075 -0.17253  -0.22
C: 3.94558 -2.46785 -0.49866  -0.20
C: 3.58732 -1.15099 -0.68828  -0.23
C: 2.24384 -0.83007 -0.53884  0.10
N: 1.54433 0.34212 -0.66786  -0.33
C: 2.08726 1.65230 -0.91149  -0.22
H: 1.31538 2.24264 -1.41067  0.24
H: 2.94613 1.54245 -1.57977  0.21
C: 2.52659 2.39312 0.36875  -0.21
C: 1.36662 2.55305 1.34682  -0.62
H: 1.68404 3.13402 2.20917  0.22
H: 0.53468 3.06510 0.87120  0.22
H: 1.02402 1.58291 1.70264  0.20
C: 3.70966 1.71380 1.05340  -0.61
H: 4.01445 2.29104 1.92310  0.22
H: 4.56171 1.64388 0.38104  0.20
H: 3.44473 0.71337 1.38830  0.21
H: 2.84239 3.38961 0.04155  0.21
H: 4.32295 -0.40636 -0.94844  0.22
H: 4.98140 -2.75252 -0.60709  0.22
H: 3.34040 -4.46680 -0.03168  0.22
H: 0.93232 -3.90446 0.19584  0.23
H: -1.83771 -1.40376 0.01005  0.46
H: -5.00278 0.09476 -1.04642  0.24
H: -4.90307 0.49415 0.65464  0.24
H: -7.20288 -0.30126 0.07720  0.21
H: -6.53000 -1.82873 -0.51022  0.22
H: -6.42888 -1.43008 1.19885  0.22

=====

C16H19N5O2S in the gas phase. Source: OMol25; level of theory: ωB97M-V/def2-TZVPD.

As for the total charge: 0. The HOMO energy comes out at -8.9 eV. The calculation puts the energy relative to the best compared isomer or geometry (same formula, charge and spin) at 79.1 kJ/mol. Its frontier orbital gap is 9.185 eV.

Last column: natural (NBO) charge in e.
CARTESIAN COORDINATES (ANGSTROEM)
N: 0.54446 -1.20411 -5.69644  -0.31
O: 0.72461 3.79588 1.64987  -0.66
O: 1.02814 -1.25467 0.34367  -0.68
C: 0.50665 -0.48078 -4.76829  0.28
S: -3.42697 -3.12783 -0.13534  0.19
C: 0.85890 2.88762 0.85935  0.80
C: 0.06083 -1.56134 1.06080  0.69
C: 1.54450 0.25379 -2.67572  -0.08
C: -0.17804 1.62292 -3.63295  -0.14
C: 1.64198 1.10910 -1.57281  -0.26
C: -0.06043 2.52237 -2.56441  -0.25
C: 0.59194 0.45888 -3.67355  -0.25
C: 0.85472 2.26028 -1.50959  0.18
N: 0.97226 3.20562 -0.49846  -0.63
N: -1.05463 -2.10121 0.43100  -0.45
N: 0.79766 1.58649 1.31488  -0.67
N: 1.55982 -0.90809 2.98066  -0.62
C: -2.26222 -2.51453 1.18105  -0.33
C: -2.54221 -2.25318 -1.46356  -0.53
C: -1.10401 -2.27989 -1.02472  -0.22
C: 1.72785 0.47369 3.32583  -0.23
C: -0.54042 0.11986 2.72788  -0.43
C: 0.52764 1.20154 2.68674  -0.05
C: 0.16966 -1.19069 2.53395  -0.15
H: 2.23478 -0.60120 -2.63303  0.23
H: -0.94321 1.89054 -4.40236  0.23
H: 2.26481 0.84321 -0.73850  0.24
H: -0.66435 3.45141 -2.64098  0.23
H: 0.70572 4.17326 -0.68040  0.42
H: 0.86722 0.86673 0.61230  0.42
H: 2.27737 -1.21884 2.32121  0.39
H: -2.70204 -1.71678 1.77152  0.21
H: -2.03375 -3.36983 1.87477  0.22
H: -2.90031 -1.19848 -1.59035  0.21
H: -2.67228 -2.74912 -2.43564  0.25
H: -0.74013 -3.29401 -1.26523  0.20
H: -0.55143 -1.52858 -1.57972  0.24
H: 2.68735 0.83593 2.98074  0.21
H: 1.62426 0.56122 4.38611  0.18
H: -1.33939 0.30194 1.97592  0.23
H: -1.02190 0.00986 3.71282  0.23
H: 0.24625 2.10104 3.28864  0.25
H: -0.28166 -1.98004 3.16238  0.21

=====

9 unconnected molecules or ions with the total composition C16H20Cl16FNO2. Source: OMol25; level of theory: ωB97M-V/def2-TZVPD.

As for the total charge: 0. The HOMO energy comes out at -10.2 eV. Its frontier orbital gap is 9.527 eV.

Last column: natural (NBO) charge in e.
CARTESIAN COORDINATES (ANGSTROEM)
O: 1.22232 -3.10670 -0.54423  -0.50
C: 1.15333 -1.92931 -0.34373  0.69
N: 2.30940 -1.07328 -0.08135  -0.71
C: 1.88422 0.22291 -0.60175  0.69
O: 2.60014 1.03819 -1.10503  -0.50
C: 0.39520 0.26988 -0.44811  -0.24
C: -0.49245 1.32378 -0.42227  0.50
F: -0.03401 2.56871 -0.53473  -0.31
C: -1.83865 1.05262 -0.29150  -0.28
C: -2.27507 -0.26955 -0.20162  -0.18
C: -1.39105 -1.33912 -0.18955  -0.18
C: -0.04872 -1.04336 -0.31378  -0.13
H: 2.32439 -0.93969 0.93203  0.40
H: -2.56082 1.86453 -0.27274  0.24
H: -3.33593 -0.46438 -0.11288  0.24
H: -1.72540 -2.36304 -0.09685  0.24
C: -5.49974 2.55407 1.25337  -0.39
Cl: -4.77570 1.30551 2.26962  -0.02
Cl: -4.58094 2.77713 -0.24368  -0.02
H: -6.50805 2.25273 0.99563  0.23
H: -5.50929 3.48991 1.79852  0.23
C: 4.24498 -4.24127 0.65744  -0.39
Cl: 4.55342 -5.98301 0.74969  -0.04
Cl: 4.79345 -3.39883 2.11418  -0.03
H: 4.77962 -3.84088 -0.19483  0.23
H: 3.18039 -4.08357 0.53908  0.24
C: 1.82331 4.34555 2.10617  -0.39
Cl: 1.42131 2.69710 2.62315  -0.05
Cl: 2.19685 5.38012 3.48468  -0.02
H: 2.68685 4.28996 1.46212  0.23
H: 0.97522 4.75915 1.57507  0.22
C: -3.54411 -0.39273 -4.43950  -0.39
Cl: -2.10048 -0.64064 -5.42390  -0.02
Cl: -3.17307 -0.47802 -2.70360  -0.03
H: -3.94821 0.58899 -4.65522  0.22
H: -4.26723 -1.16262 -4.68062  0.22
C: 3.29702 8.08928 0.22479  -0.39
Cl: 3.51319 8.61949 1.89262  -0.01
Cl: 3.15007 6.32821 0.08855  -0.04
H: 2.39220 8.53690 -0.16765  0.22
H: 4.15805 8.40343 -0.35230  0.22
C: 4.22116 1.32837 -4.22922  -0.39
Cl: 3.19997 0.87697 -5.60213  -0.03
Cl: 5.21908 2.74385 -4.58859  -0.03
H: 3.58418 1.55710 -3.38324  0.24
H: 4.87353 0.49596 -3.99589  0.22
C: 2.14706 -8.31856 2.35197  -0.39
Cl: 2.38113 -7.96789 4.06830  -0.03
Cl: 1.93740 -10.05007 2.05613  -0.03
H: 1.25980 -7.79929 2.01051  0.22
H: 3.01640 -7.97529 1.80674  0.23
C: -6.61208 -2.26723 2.74440  -0.39
Cl: -8.18140 -1.45685 2.69916  -0.02
Cl: -5.65093 -1.92247 1.30135  -0.03
H: -6.06673 -1.91633 3.61233  0.22
H: -6.77460 -3.33643 2.80288  0.22

=====

A molecular structure, C16H20Cl2I2N5O3Sn. Source: OMol25; level of theory: ωB97M-V/def2-TZVPD.

As for the total charge: +1. The HOMO energy comes out at -10.6 eV. The calculation puts the energy relative to the best compared isomer or geometry (same formula, charge and spin) at 0.0 kJ/mol. Its frontier orbital gap is 7.800 eV.

Last column: natural (NBO) charge in e.
CARTESIAN COORDINATES (ANGSTROEM)
Sn: 0.64672 0.19724 -2.32237  1.23
Cl: -3.42439 -2.80253 -1.24491  -0.01
C: -3.40281 -1.06451 -1.23284  -0.13
C: -4.65934 -0.44053 -1.11737  -0.21
C: -4.76393 0.91403 -1.10828  -0.04
Cl: -6.32292 1.65289 -0.96926  0.03
C: -3.60158 1.71316 -1.21265  -0.10
C: -3.61325 3.12397 -1.21346  -0.10
C: -2.43787 3.81074 -1.30773  -0.25
C: -1.23973 3.08775 -1.41086  0.07
N: -1.19203 1.77559 -1.42072  -0.51
C: -2.34771 1.07084 -1.32653  0.09
C: -2.21327 -0.36076 -1.35391  0.37
O: -1.01346 -0.91552 -1.45747  -0.89
H: -5.54415 -1.05713 -1.04621  0.25
H: -4.55995 3.64191 -1.14551  0.24
H: -2.41463 4.89128 -1.31010  0.24
H: -0.29291 3.60576 -1.48748  0.21
N: 1.05626 0.35646 0.04817  -0.86
C: 2.38827 0.14504 0.65979  -0.17
C: 2.35387 0.11203 2.19423  -0.41
C: 1.32254 -0.83225 2.80727  -0.42
C: 1.59275 -2.31966 2.56943  -0.24
N: 1.27051 -2.80162 1.23014  -0.58
C: 0.06045 -3.13585 0.80049  0.68
N: -0.06148 -3.80393 -0.33627  -0.76
N: -1.02712 -2.79238 1.49561  -0.78
C: 3.38606 1.21062 0.22040  0.79
O: 4.17622 1.73593 0.94570  -0.54
O: 3.30269 1.46844 -1.10715  -0.53
H: 0.63295 1.22085 0.38111  0.40
H: 0.43819 -0.40236 0.32698  0.41
H: 2.77258 -0.79242 0.24922  0.25
H: 2.15543 1.12703 2.54555  0.23
H: 3.34704 -0.15211 2.56035  0.24
H: 0.31677 -0.56159 2.47104  0.19
H: 1.32895 -0.67933 3.88789  0.24
H: 1.05406 -2.92109 3.30612  0.21
H: 2.65381 -2.51876 2.71588  0.23
H: 2.03343 -3.09535 0.63878  0.43
H: 0.74338 -3.89234 -0.93962  0.43
H: -0.95121 -3.80898 -0.80123  0.43
H: -0.96062 -2.41972 2.42541  0.42
H: -1.93616 -3.05888 1.15433  0.43
I: 3.28593 4.44433 -1.16276  0.09
C: 4.12849 2.52121 -1.57549  -0.21
H: 5.09805 2.50301 -1.09245  0.23
H: 4.20094 2.41953 -2.65003  0.23
I: 2.23415 -2.12002 -2.28121  -0.58

=====

Question: Among the records above, which one has the lowest frontier orbital gap?
Answer: C16H20Cl2I2N5O3Sn